1.
Density functional theory data (ωB97M-V/def2-TZVPD) for a cluster of 2 separate species, C3H5ClO2 in total at a distorted geometry.

Relative energy (zero: lowest compared OMol25 entry of this formula, charge and spin) in kcal/mol: 117.4
Net charge: 0
2S+1: 1

```
11
Properties=species:S:1:pos:R:3:forces:R:3:lowdin_charge:R:1
C 0.636 0.104 -0.843 -0.1 -1.3 -0.8 -0.35
C 1.482 -2.009 1.318 1.5 -1.3 -0.5 -0.46
C -1.320 1.320 -0.569 -1.7 -1.9 -0.2 -0.05
O 0.367 -0.661 0.048 -0.7 0.8 0.2 -0.03
O -0.102 1.081 -1.289 -1.2 1.0 -0.2 -0.05
Cl 1.784 -1.067 2.688 -0.3 0.3 0.4 0.50
H 1.415 0.023 -1.583 1.2 -0.4 0.2 0.15
H 0.735 -2.779 1.612 -0.5 0.8 0.0 -0.05
H -1.030 1.119 0.499 -1.2 0.9 -0.9 0.11
H -2.217 0.631 -0.932 2.2 0.5 1.0 0.13
H -1.750 2.237 -0.949 0.7 0.8 0.8 0.08
```
Forces are in eV/Å.


2.
Density functional theory data (ωB97M-V/def2-TZVPD) for the molecule C8H16BN at a distorted geometry.

Relative energy (zero: lowest compared OMol25 entry of this formula, charge and spin) in kcal/mol: 16.4
Net charge: 0
SMILES: CC1=CB(C(C)C)N(C)C1
2S+1: 1

```
26
Properties=species:S:1:pos:R:3:forces:R:3:lowdin_charge:R:1
B 0.334 -0.118 0.241 3.0 3.6 1.1 -0.30
C 0.598 1.737 -0.339 0.0 -2.4 1.6 0.09
C -0.533 1.941 -1.007 0.1 -1.0 0.1 -0.39
C -1.475 0.728 -1.004 -0.5 1.3 1.0 -0.15
C -1.065 3.145 -1.726 -2.7 -3.4 0.9 -0.06
C 1.254 -2.407 0.591 -1.1 -0.7 1.7 -0.10
C 2.433 -0.487 1.823 -1.4 0.8 -1.6 -0.08
C -1.782 -1.507 -0.196 -0.2 1.0 -1.6 -0.05
C 1.115 -1.063 1.242 -1.3 0.7 1.0 -0.36
N -0.852 -0.402 -0.286 -2.5 1.3 -1.7 -0.09
H 1.319 2.561 -0.076 -0.6 -1.1 -0.5 0.07
H -2.390 1.072 -0.334 1.3 -0.8 -1.7 0.16
H -1.751 0.458 -2.046 -0.3 0.0 0.7 0.14
H -2.067 3.319 -1.207 1.2 0.6 -1.3 0.11
H -1.112 2.857 -2.769 -1.1 -0.2 -0.4 0.08
H -0.397 3.886 -1.812 2.2 3.2 0.8 0.03
H 1.792 -2.445 -0.301 0.4 0.3 -2.0 0.06
H 0.238 -2.865 0.545 1.2 -0.1 -0.3 0.08
H 1.902 -2.951 1.240 0.2 -1.2 0.8 0.07
H 3.214 -0.423 1.004 -0.8 0.2 1.1 0.10
H 2.095 0.504 2.208 1.1 -0.5 -0.2 0.08
H 2.751 -1.111 2.621 0.6 -0.4 0.7 0.05
H -1.469 -2.211 -1.024 -1.4 0.5 0.7 0.12
H -1.714 -2.018 0.724 0.1 -0.6 1.2 0.06
H -2.776 -0.938 -0.243 0.9 -1.9 -0.3 0.11
H 0.339 -1.262 2.130 1.6 0.7 -1.5 0.17
```
Forces are in eV/Å.


3.
Density functional theory data (ωB97M-V/def2-TZVPD) for a structure of composition C29H45N8S5SbSiTi.

Relative energy (zero: lowest compared OMol25 entry of this formula, charge and spin) in kcal/mol: 0.0
Net charge: 0
2S+1: 1

```
90
Properties=species:S:1:pos:R:3:forces:R:3:lowdin_charge:R:1
Ti -0.066 -0.437 0.531 -0.7 -0.2 0.0 0.23
C 5.368 -0.611 2.139 0.0 0.0 0.0 -0.05
N 4.111 -0.114 1.620 -0.1 -0.1 0.0 -0.13
C 4.050 1.316 1.423 -0.1 0.1 0.0 -0.04
C 2.999 -0.895 1.543 0.1 -0.2 -0.1 -0.40
N 1.781 -0.452 1.790 0.0 0.0 0.0 0.00
C 1.603 0.488 2.812 0.0 0.3 0.2 -0.26
C 2.291 0.440 4.019 0.1 0.1 -0.1 -0.03
C 2.048 1.369 5.019 0.0 0.0 0.1 -0.09
C 1.076 2.339 4.833 0.0 0.0 0.0 -0.09
C 0.345 2.366 3.655 0.1 0.0 0.0 -0.01
C 0.606 1.456 2.631 0.1 0.1 0.4 -0.24
N -0.182 1.386 1.475 0.1 -0.1 -0.2 -0.04
C -0.832 2.527 1.129 -0.3 0.3 -0.1 -0.39
N -2.160 2.567 1.109 0.3 0.1 0.0 -0.11
C -2.930 3.439 0.243 0.0 0.1 -0.1 -0.05
C -2.973 1.645 1.879 0.0 -0.2 0.1 -0.09
N -0.136 3.649 0.845 -0.1 -0.2 0.1 -0.13
C 1.238 3.576 0.402 0.2 -0.1 0.0 -0.07
C -0.579 4.976 1.225 -0.1 0.0 0.0 -0.04
N 3.189 -2.182 1.161 0.0 0.1 0.0 -0.13
C 4.206 -2.568 0.206 0.1 0.0 0.0 -0.04
C 2.408 -3.264 1.732 -0.1 0.0 0.0 -0.04
H 5.661 -0.009 3.005 0.0 0.0 0.0 0.10
H 6.163 -0.548 1.391 0.0 0.0 0.0 0.09
H 5.265 -1.643 2.461 0.0 0.0 0.0 0.09
H 4.012 1.860 2.372 0.0 0.0 0.0 0.10
H 3.171 1.552 0.832 0.0 0.0 0.0 0.04
H 4.937 1.626 0.868 0.0 0.0 0.0 0.10
H 3.030 -0.338 4.170 0.0 0.0 0.0 0.12
H 2.597 1.314 5.949 0.0 0.0 0.0 0.10
H 0.857 3.052 5.617 0.0 0.0 0.0 0.10
H -0.452 3.090 3.532 0.0 0.0 0.0 0.11
H -3.518 4.152 0.826 0.0 0.0 0.0 0.10
H -3.610 2.810 -0.336 0.0 0.0 0.0 0.10
H -2.282 3.959 -0.453 0.0 0.0 0.0 0.04
H -2.346 0.991 2.481 -0.1 0.0 0.0 0.07
H -3.576 1.027 1.217 0.0 0.0 0.0 -0.03
H -3.638 2.222 2.525 0.0 0.0 0.0 0.10
H 1.401 2.624 -0.094 0.0 0.0 0.0 0.02
H 1.932 3.692 1.241 0.0 0.0 0.0 0.10
H 1.408 4.371 -0.324 0.0 0.0 0.0 0.09
H -1.505 4.924 1.790 0.0 0.0 0.0 0.09
H -0.728 5.610 0.349 0.0 0.0 0.0 0.10
H 0.188 5.430 1.860 0.0 0.0 0.0 0.10
H 5.024 -3.127 0.671 0.0 0.0 0.0 0.09
H 4.605 -1.682 -0.282 0.0 0.0 0.0 0.09
H 3.747 -3.201 -0.558 0.0 0.0 0.0 0.09
H 1.511 -2.872 2.206 0.0 0.0 0.0 0.03
H 3.009 -3.812 2.466 0.0 0.0 0.0 0.09
H 2.113 -3.959 0.947 0.0 0.0 0.0 0.08
C 5.047 -2.135 -3.466 -0.3 0.1 -0.1 -0.17
Si 3.346 -1.465 -3.966 0.1 0.0 0.0 0.54
C 2.865 -2.206 -5.637 0.1 0.1 0.3 -0.17
C 3.441 0.403 -4.129 0.1 -0.3 0.0 -0.19
C 2.097 -2.121 -2.697 0.1 0.0 -0.1 -0.25
C 1.744 -3.460 -2.793 0.0 0.0 0.0 -0.09
C 0.879 -4.066 -1.882 -0.1 0.1 0.1 -0.05
C 0.386 -3.293 -0.853 0.0 -0.3 -0.1 -0.17
N 0.724 -2.011 -0.720 0.1 -0.1 -0.1 -0.13
C 1.531 -1.410 -1.615 0.2 0.1 -0.1 -0.73
S 1.728 0.274 -1.290 -0.2 0.0 0.0 0.68
H 5.774 -1.984 -4.265 0.0 0.0 -0.1 0.03
H 5.011 -3.204 -3.250 0.0 -0.1 0.0 0.03
H 5.427 -1.629 -2.578 0.0 0.1 0.0 0.02
H 3.501 -1.800 -6.424 0.1 0.0 0.0 0.03
H 1.832 -1.966 -5.887 -0.1 0.0 0.0 0.01
H 2.971 -3.291 -5.662 0.0 -0.1 0.0 0.02
H 4.102 0.642 -4.966 0.0 0.0 -0.1 0.04
H 3.839 0.869 -3.232 0.0 0.0 0.1 0.01
H 2.470 0.848 -4.323 -0.1 0.0 0.0 0.00
H 2.149 -4.063 -3.598 0.0 0.0 0.0 0.10
H 0.595 -5.104 -1.973 0.0 0.0 0.0 0.11
H -0.294 -3.681 -0.102 0.1 0.0 0.0 0.08
S -4.751 -1.180 1.611 0.0 -0.1 0.0 -0.24
Sb -2.989 -2.129 0.592 0.0 0.0 0.0 0.34
S -1.865 -0.294 -0.832 0.1 0.1 0.1 0.06
S -0.987 -1.808 2.094 0.1 0.0 -0.2 0.05
S -0.553 3.087 -2.545 0.0 0.2 0.2 0.63
C -0.426 2.067 -3.857 -0.1 -0.1 0.1 -0.80
N -1.000 0.826 -3.843 0.0 -0.1 -0.1 0.05
C -0.925 -0.066 -4.855 0.1 0.0 -0.2 -0.08
C -0.266 0.236 -6.006 0.0 0.0 0.1 -0.08
C 0.339 1.513 -6.097 0.0 -0.1 0.0 -0.07
C 0.266 2.391 -5.061 0.0 0.0 -0.1 -0.11
H -1.502 0.527 -3.004 0.2 0.3 0.1 0.00
H -1.424 -1.008 -4.674 0.0 0.0 0.0 0.13
H -0.215 -0.478 -6.812 0.0 0.0 0.0 0.10
H 0.872 1.790 -6.997 0.0 0.0 0.0 0.11
H 0.730 3.364 -5.109 0.0 0.0 0.0 0.10
```
Forces are in eV/Å.


| no. | DFT total energy (hartree) | gap between HOMO and LUMO (eV) |
| --- | --- | --- |
| 1 | -727.810795 | 8.45 |
| 2 | -393.959017 | 9.61 |
| 3 | -4940.495420 | 6.82 |